Computed, not measured: a structure of composition C4H12N4O in a non-equilibrium geometry, with ωB97M-V/def2-TZVPD.

Structure (ORCA input):
```
! RIJCOSX wB97M-V def2-TZVPD def2/J DEFGRID3
* xyz 0 1
C 0.724 0.245 0.091
C -1.574 1.183 -0.109
C -2.439 0.670 1.009
N -0.350 -0.208 -0.627
C 1.664 -1.396 -0.957
N 1.584 1.222 -0.384
N 0.647 0.134 1.468
N 1.216 -2.664 -0.963
O 2.626 -1.012 -1.604
H -0.203 0.015 -1.603
H 1.530 1.542 -1.350
H 2.482 1.282 0.075
H 0.803 0.967 2.015
H 0.402 -0.730 1.923
H 1.734 -3.398 -1.432
H 0.332 -2.850 -0.521
H -1.059 2.118 0.112
H -2.094 1.262 -1.060
H -1.892 0.615 1.952
H -2.832 -0.321 0.776
H -3.300 1.324 1.187
*
```

The value obtained for the energy above the lowest of the compared OMol25 structures with the same formula, charge and spin is 370.33 kJ/mol. The calculation puts the electronic energy at -12347.4695 eV. The value obtained for the HOMO energy (alpha / beta) is -6.3015 / -6.3009 eV.

=====

Computed, not measured: a cluster of 2 separate species, C2H8NOS in total in a non-equilibrium geometry, with ωB97M-V/def2-TZVPD.

Structure (ORCA input):
```
! RIJCOSX wB97M-V def2-TZVPD def2/J DEFGRID3
* xyz -1 1
C -0.959 1.016 1.159
C -0.238 1.212 -0.173
S 0.818 -0.223 -0.593
N -1.826 -0.183 1.110
H -0.165 0.817 1.877
H -1.556 1.911 1.351
H -1.007 1.340 -0.945
H 0.370 2.116 -0.164
H -1.191 -0.973 1.180
H -2.416 -0.209 1.919
H 2.155 -2.522 -1.779
H 3.137 -1.710 -2.529
O 2.879 -2.591 -2.412
*
```

The value obtained for the energy above the lowest of the compared OMol25 structures with the same formula, charge and spin is 38.49 kJ/mol. The calculation puts the electronic energy at -16577.4299 eV. The value obtained for the HOMO energy is -2.5209 eV.

=====

Computed, not measured: a structure of composition C3H2CuLiO3 in a non-equilibrium geometry, with ωB97M-V/def2-TZVPD.

Structure (ORCA input):
```
! RIJCOSX wB97M-V def2-TZVPD def2/J DEFGRID3
* xyz 1 2
C -2.032 0.670 -0.041
C -1.138 -0.307 -0.086
O -0.914 -1.484 -0.307
Li 0.827 -2.347 -0.336
H -3.071 0.442 -0.277
H -1.741 1.639 0.359
O 1.398 1.487 0.238
C 1.032 0.342 0.364
Cu 3.944 0.276 -0.128
O 1.695 -0.719 0.214
*
```

Its expectation value of S² is 0.7559. The value obtained for the energy above the lowest of the compared OMol25 structures with the same formula, charge and spin is 94.02 kJ/mol. The calculation puts the electronic energy at -54121.4283 eV. The value obtained for the HOMO energy (alpha / beta) is -12.5277 / -12.4690 eV.

=====

Computed, not measured: an isolated molecule of C2H2N2O2S in a non-equilibrium geometry, with ωB97M-V/def2-TZVPD.

Structure (ORCA input):
```
! RIJCOSX wB97M-V def2-TZVPD def2/J DEFGRID3
* xyz 0 1
H 0.667 -1.254 -0.073
N -0.302 -0.978 -0.160
C -0.569 0.255 0.022
S -2.363 0.593 -0.106
O -2.614 1.193 -1.409
O -2.698 1.152 1.184
C -2.774 -1.100 0.032
N -3.212 -2.120 0.274
H -0.053 1.130 0.470
*
```

As for the SMILES: [H]/N=C/S(=O)(=O)C#N. The value obtained for the energy above the lowest of the compared OMol25 structures with the same formula, charge and spin is 275.35 kJ/mol. The calculation puts the electronic energy at -20013.4955 eV. The value obtained for the HOMO energy is -11.3599 eV.

=====

Computed, not measured: a structure of composition C3HF3O in a non-equilibrium geometry, with ωB97M-V/def2-TZVPD.

Structure (ORCA input):
```
! RIJCOSX wB97M-V def2-TZVPD def2/J DEFGRID3
* xyz 0 1
C 0.698 -0.120 -0.300
C -0.041 -1.161 -0.047
C -0.412 0.811 0.307
O -1.211 -0.375 0.380
F 1.982 0.035 -0.616
F 0.010 -2.418 -0.355
F -0.858 1.770 -0.506
H -0.169 1.457 1.138
*
```

The value obtained for the energy above the lowest of the compared OMol25 structures with the same formula, charge and spin is 254.93 kJ/mol. The calculation puts the electronic energy at -13323.7872 eV. The value obtained for the HOMO energy is -9.8273 eV.

=====

Computed, not measured: a cluster of 2 separate species, C4H12 in total in a non-equilibrium geometry, with ωB97M-V/def2-TZVPD.

Structure (ORCA input):
```
! RIJCOSX wB97M-V def2-TZVPD def2/J DEFGRID3
* xyz 0 1
C -0.283 -1.015 2.246
C -0.689 0.576 2.443
H -0.176 -1.147 1.178
H 0.647 -1.126 2.663
H -0.859 -1.817 2.662
H 0.253 1.108 2.901
H -0.896 1.116 1.601
H -1.530 0.648 3.075
C 0.993 -0.179 -2.834
C -0.090 0.508 -2.013
H 1.208 -1.159 -2.391
H 0.713 -0.129 -3.896
H 1.804 0.473 -2.725
H 0.017 1.652 -1.687
H -1.174 0.316 -2.279
H 0.062 0.176 -0.944
*
```

As for the SMILES: CC.CC. The value obtained for the energy above the lowest of the compared OMol25 structures with the same formula, charge and spin is 135.50 kJ/mol. The calculation puts the electronic energy at -4341.1239 eV. The value obtained for the HOMO energy is -11.2267 eV.

=====

Computed, not measured: a cluster of 2 separate species, CH5O2P in total in a non-equilibrium geometry, with ωB97M-V/def2-TZVPD.

Structure (ORCA input):
```
! RIJCOSX wB97M-V def2-TZVPD def2/J DEFGRID3
* xyz 0 1
C -1.195 -0.566 -0.445
O -1.318 0.648 0.159
O 1.345 1.013 0.171
P 1.485 -0.526 -0.424
H -1.501 -0.735 -1.492
H -1.553 -1.151 0.376
H -0.869 1.323 -0.306
H 1.534 1.218 1.169
H 2.072 -1.224 0.792
*
```

The value obtained for the energy above the lowest of the compared OMol25 structures with the same formula, charge and spin is 286.81 kJ/mol. The calculation puts the electronic energy at -14498.7612 eV. The value obtained for the HOMO energy (alpha / beta) is -7.4585 / -7.4555 eV.

=====

Computed, not measured: a cluster of 2 separate species, C4H13N2O in total, with ωB97M-V/def2-TZVPD.

Structure (ORCA input):
```
! RIJCOSX wB97M-V def2-TZVPD def2/J DEFGRID3
* xyz 1 1
C 1.055 -2.294 1.124
C 2.429 -0.632 0.066
N 1.289 -1.065 0.369
H 1.983 -2.859 1.221
H 0.292 -2.881 0.630
H 0.693 -2.032 2.118
H 3.315 -1.209 0.312
H 2.519 0.316 -0.448
H 0.460 -0.455 0.186
C -1.865 0.765 -1.172
O -1.011 -0.387 -1.285
C -1.186 1.910 -0.442
N -0.614 1.412 0.818
H -2.171 1.095 -2.166
H -2.760 0.462 -0.635
H -0.542 -0.318 -2.123
H -0.388 2.320 -1.061
H -1.935 2.688 -0.270
H -1.342 0.999 1.391
H -0.221 2.165 1.368
*
```

The value obtained for the energy above the lowest of the compared OMol25 structures with the same formula, charge and spin is 198.76 kJ/mol. The calculation puts the electronic energy at -9379.5238 eV. The value obtained for the HOMO energy is -13.5163 eV.

=====

Computed, not measured: an isolated molecule of C5H11ISi in a non-equilibrium geometry, with ωB97M-V/def2-TZVPD.

Structure (ORCA input):
```
! RIJCOSX wB97M-V def2-TZVPD def2/J DEFGRID3
* xyz 0 1
C 0.295 1.877 0.287
Si 0.172 0.322 -0.814
C 0.340 0.794 -2.618
C -0.492 -1.126 -0.112
C -0.654 -1.368 1.458
C 0.189 -2.482 2.237
I 0.452 -4.417 1.168
H -0.638 2.327 0.299
H 0.439 1.600 1.267
H 1.111 2.549 -0.259
H 0.745 0.030 -3.339
H -0.585 1.022 -3.182
H 0.940 1.588 -2.869
H -0.625 -2.167 -0.636
H -0.384 -0.507 1.931
H -1.803 -1.494 1.637
H 1.279 -2.372 2.296
H -0.346 -2.661 3.097
*
```

As for the SMILES: C[Si](C)=CCCI. The value obtained for the energy above the lowest of the compared OMol25 structures with the same formula, charge and spin is 225.29 kJ/mol. The calculation puts the electronic energy at -21338.9748 eV. The value obtained for the HOMO energy is -7.9624 eV.

=====

Computed, not measured: a structure of composition C41H43I2N3O2S2Tl in a non-equilibrium geometry, with ωB97M-V/def2-TZVPD.

Structure (ORCA input):
```
! RIJCOSX wB97M-V def2-TZVPD def2/J DEFGRID3
* xyz 1 1
Tl 0.306 -2.676 -0.102
C -0.500 -3.106 3.447
C 0.781 -3.947 3.277
N 0.885 -4.533 1.942
C 0.056 -5.737 1.812
C -0.534 -5.895 0.413
N -1.400 -4.767 0.065
C -2.586 -4.606 0.915
C -2.446 -3.469 1.948
N -1.709 -3.845 3.139
H -0.422 -2.227 2.797
H -0.507 -2.757 4.485
H 0.795 -4.728 4.050
H 1.639 -3.287 3.431
H 1.856 -4.782 1.774
H -0.769 -5.624 2.513
H 0.608 -6.650 2.068
H -1.077 -6.853 0.392
H 0.267 -5.940 -0.331
H -1.698 -4.890 -0.898
H -2.820 -5.542 1.437
H -3.434 -4.349 0.275
H -3.459 -3.142 2.207
H -1.949 -2.635 1.442
H -2.310 -3.957 3.944
I 1.508 -4.535 -2.913
C 3.514 -3.753 -2.761
I 3.928 -2.638 -0.975
H 3.668 -3.095 -3.608
H 4.198 -4.596 -2.795
C 1.474 1.657 7.297
C 1.287 1.334 5.850
C 0.060 0.864 5.385
C -0.134 0.595 4.044
C 0.907 0.805 3.157
C 2.145 1.235 3.602
C 2.332 1.498 4.947
S 0.714 0.490 1.392
O -0.450 -0.442 1.276
C 0.055 2.113 0.908
C -0.535 3.045 1.771
C -0.920 4.264 1.283
C -0.730 4.603 -0.074
C -1.078 5.873 -0.579
C -0.888 6.173 -1.899
C -0.362 5.212 -2.777
C -0.005 3.974 -2.321
C -0.165 3.645 -0.957
C 0.228 2.390 -0.427
C 0.832 1.379 -1.317
C 2.190 1.511 -1.719
C 3.026 2.512 -1.183
C 4.337 2.605 -1.560
C 4.868 1.708 -2.498
C 4.080 0.730 -3.039
C 2.728 0.596 -2.661
C 1.895 -0.426 -3.170
C 0.615 -0.574 -2.719
C 0.086 0.329 -1.785
S -1.607 0.007 -1.187
O -1.751 -1.460 -1.367
C -2.364 0.744 -2.661
C -2.641 0.001 -3.791
C -3.203 0.620 -4.894
C -3.489 1.980 -4.874
C -4.103 2.664 -6.055
C -3.223 2.708 -3.715
C -2.674 2.092 -2.609
H 0.765 2.423 7.607
H 2.479 2.022 7.492
H 1.294 0.775 7.908
H -0.754 0.715 6.078
H -1.078 0.230 3.670
H 2.948 1.366 2.893
H 3.298 1.835 5.290
H -0.675 2.808 2.813
H -1.368 4.996 1.939
H -1.490 6.602 0.103
H -1.140 7.154 -2.275
H -0.239 5.459 -3.821
H 0.401 3.237 -2.998
H 2.615 3.205 -0.463
H 4.978 3.361 -1.130
H 5.903 1.796 -2.791
H 4.490 0.036 -3.757
H 2.285 -1.089 -3.928
H -0.031 -1.360 -3.083
H -2.429 -1.056 -3.791
H -3.422 0.037 -5.777
H -4.159 2.001 -6.914
H -3.528 3.547 -6.332
H -5.112 2.998 -5.813
H -3.465 3.761 -3.682
H -2.494 2.648 -1.702
*
```

The value obtained for the energy above the lowest of the compared OMol25 structures with the same formula, charge and spin is 28.34 kJ/mol. The calculation puts the electronic energy at -94340.7419 eV. The value obtained for the HOMO energy is -10.2269 eV.

=====

Computed, not measured: an isolated molecule of CH4N2OS2 in a non-equilibrium geometry, with ωB97M-V/def2-TZVPD.

Structure (ORCA input):
```
! RIJCOSX wB97M-V def2-TZVPD def2/J DEFGRID3
* xyz 0 1
O -2.423 -0.298 -0.053
N -1.135 -0.694 0.075
C -0.170 0.372 0.220
S -0.820 1.857 0.027
N 1.070 -0.327 0.295
S 2.560 0.446 -0.235
H -2.321 0.537 -0.924
H -0.993 -1.296 -1.039
H 0.995 -1.338 0.404
H 3.237 0.741 1.231
*
```

As for the SMILES: ONC(=S)NS. The value obtained for the energy above the lowest of the compared OMol25 structures with the same formula, charge and spin is 480.37 kJ/mol. The calculation puts the electronic energy at -27794.9255 eV. The value obtained for the HOMO energy is -9.1353 eV.

=====

Computed, not measured: a cluster of 11 separate species, C33H80B3F21N5O19S3 in total in a non-equilibrium geometry, with ωB97M-V/def2-TZVPD.

Structure (ORCA input):
```
! RIJCOSX wB97M-V def2-TZVPD def2/J DEFGRID3
* xyz -1 1
C -3.437 -6.286 -0.392
O -2.672 -6.711 0.711
C -3.238 -6.411 1.966
C -2.184 -6.729 2.979
N -0.976 -5.797 2.813
H -1.026 -5.541 1.837
H -1.048 -4.922 3.312
C 0.348 -6.472 3.149
C 0.796 -7.347 2.062
O 0.748 -6.613 0.819
C 0.982 -7.342 -0.371
H -3.367 -5.198 -0.420
H -4.505 -6.473 -0.283
H -3.155 -6.630 -1.387
H -4.220 -6.854 2.130
H -3.411 -5.347 2.130
H -1.994 -7.779 2.759
H -2.537 -6.550 3.994
H 0.240 -6.990 4.102
H 1.038 -5.668 3.404
H 0.182 -8.238 1.932
H 1.820 -7.658 2.273
H 0.880 -6.733 -1.269
H 0.391 -8.257 -0.411
H 2.017 -7.682 -0.427
C -2.464 8.058 -3.078
O -3.232 6.895 -3.417
C -4.452 7.116 -4.092
C -5.053 5.741 -4.260
N -5.233 5.165 -2.829
H -4.263 5.195 -2.551
H -5.751 5.867 -2.320
C -5.902 3.790 -2.922
C -5.644 3.048 -1.660
O -4.269 2.952 -1.567
C -3.813 1.997 -0.520
H -1.485 7.751 -2.709
H -3.117 8.519 -2.337
H -2.397 8.664 -3.981
H -4.134 7.620 -5.005
H -5.235 7.721 -3.635
H -4.514 5.028 -4.884
H -6.076 5.797 -4.631
H -5.460 3.187 -3.715
H -6.929 3.911 -3.267
H -6.134 2.080 -1.766
H -6.053 3.522 -0.767
H -2.801 2.318 -0.273
H -3.823 0.973 -0.892
H -4.376 2.030 0.413
C 7.005 1.880 -3.426
O 5.647 1.899 -4.032
C 4.811 2.912 -3.575
C 3.724 2.926 -4.685
N 2.603 3.877 -4.265
H 2.111 3.640 -3.416
H 2.948 4.779 -3.967
C 1.540 3.967 -5.356
C 0.335 4.794 -4.779
O -0.029 3.991 -3.654
C -1.204 4.402 -2.975
H 7.082 1.387 -2.457
H 7.477 2.861 -3.488
H 7.576 1.220 -4.079
H 5.246 3.887 -3.357
H 4.338 2.597 -2.645
H 3.296 1.956 -4.937
H 4.219 3.374 -5.547
H 1.209 2.963 -5.623
H 2.015 4.486 -6.188
H -0.365 5.026 -5.581
H 0.845 5.700 -4.452
H -2.055 4.352 -3.654
H -1.172 5.420 -2.587
H -1.431 3.687 -2.185
C -1.951 -2.239 0.064
O -0.547 -2.510 0.339
C 0.034 -3.315 -0.733
C 1.503 -3.584 -0.465
N 2.317 -2.276 -0.265
H 1.942 -1.773 0.526
H 3.304 -2.402 -0.091
C 2.242 -1.307 -1.529
C 3.299 -0.112 -1.394
O 3.250 0.250 -0.010
C 4.149 1.328 0.318
H -2.483 -3.036 -0.455
H -1.853 -1.446 -0.678
H -2.420 -1.767 0.928
H -0.177 -2.930 -1.731
H -0.421 -4.303 -0.808
H 1.990 -4.143 -1.264
H 1.543 -4.191 0.439
H 1.265 -0.823 -1.557
H 2.509 -1.870 -2.423
H 3.019 0.637 -2.134
H 4.229 -0.493 -1.817
H 5.056 1.230 -0.279
H 4.417 1.530 1.355
H 3.701 2.262 -0.023
C 3.129 -3.068 2.905
O 2.301 -1.924 2.617
C 2.369 -0.906 3.699
C 1.149 0.116 3.560
N -0.087 -0.576 3.015
H 0.090 -1.011 2.121
H -0.382 -1.319 3.631
C -1.294 0.409 3.019
C -1.117 1.559 1.984
O -0.753 0.876 0.814
C 0.032 1.761 0.023
H 2.813 -3.923 2.308
H 3.080 -3.490 3.909
H 4.172 -2.855 2.674
H 3.260 -0.297 3.548
H 2.491 -1.296 4.710
H 1.242 1.080 3.059
H 0.855 0.349 4.583
H -1.418 0.934 3.966
H -2.114 -0.297 2.889
H -0.381 2.239 2.414
H -1.988 2.196 1.830
H -0.583 2.024 -0.838
H 0.915 1.300 -0.419
H 0.258 2.746 0.433
C 2.137 4.820 -0.318
F 1.275 5.027 0.747
F 3.356 4.540 0.071
F 1.692 3.898 -1.230
S 2.366 6.487 -1.366
O 0.986 7.033 -1.508
O 3.255 7.358 -0.541
O 2.921 6.040 -2.642
C 7.025 -4.558 -0.523
F 7.409 -4.686 0.745
F 7.949 -3.814 -1.181
F 6.898 -5.771 -0.982
S 5.306 -3.674 -0.605
O 4.884 -3.536 -2.032
O 4.379 -4.549 0.142
O 5.460 -2.403 0.055
C -5.322 -2.903 0.656
F -5.192 -3.040 -0.680
F -6.408 -3.697 0.989
F -4.224 -3.412 1.257
S -5.631 -1.002 1.271
O -6.256 -1.112 2.598
O -4.345 -0.310 1.207
O -6.588 -0.496 0.262
B -3.316 0.451 6.470
F -3.344 1.826 6.534
F -3.521 0.062 5.164
F -2.074 0.030 6.823
F -4.322 -0.123 7.265
B 2.354 2.530 5.705
F 3.013 2.497 4.496
F 1.114 3.045 5.495
F 2.227 1.287 6.293
F 2.982 3.416 6.572
B -0.626 -3.435 4.865
F 0.724 -3.438 4.623
F -1.286 -3.315 3.654
F -1.087 -4.694 5.333
F -0.961 -2.424 5.713
*
```

The calculation puts the electronic energy at -173483.6184 eV. The value obtained for the HOMO energy is -6.6375 eV.

=====

Please write out number 5 again, unchanged.
Computed, not measured: a structure of composition C3HF3O in a non-equilibrium geometry, with ωB97M-V/def2-TZVPD.

Structure (ORCA input):
```
! RIJCOSX wB97M-V def2-TZVPD def2/J DEFGRID3
* xyz 0 1
C 0.698 -0.120 -0.300
C -0.041 -1.161 -0.047
C -0.412 0.811 0.307
O -1.211 -0.375 0.380
F 1.982 0.035 -0.616
F 0.010 -2.418 -0.355
F -0.858 1.770 -0.506
H -0.169 1.457 1.138
*
```

The value obtained for the energy above the lowest of the compared OMol25 structures with the same formula, charge and spin is 254.93 kJ/mol. The calculation puts the electronic energy at -13323.7872 eV. The value obtained for the HOMO energy is -9.8273 eV.